<i>
C3H10O4 | ωB97M-V/def2-TZVPD

Last column: Mulliken charge in e.
Positions of all 17 atoms, in Å:
O  -2.294  -1.483  1.436  -0.85
C  1.357  1.487  -0.162  -0.05
O  0.321  1.044  0.294  -0.48
C  1.918  1.076  -1.411  0.14
C  1.243  0.225  -2.356  -0.91
H  -0.808  -0.086  -0.540  0.39
H  1.937  2.194  0.466  0.37
H  2.864  1.513  -1.700  0.37
H  1.693  -0.790  -2.392  0.31
H  1.411  0.593  -3.368  0.34
H  0.185  0.105  -2.115  0.31
H  -1.872  -1.100  -0.288  0.44
H  -0.923  -1.236  2.212  0.43
O  -0.108  -0.714  2.496  -0.64
H  -3.133  -1.598  1.911  0.22
H  -0.315  0.174  2.213  0.32
O  -1.357  -0.722  -1.027  -0.70

Its molar mass is 110.1 g/mol. As for the LUMO energy: -0.186 hartree. For the highest occupied orbital energy, the calculation gives -8.17 eV.

<ii>
C3H10O4 | ωB97M-V/def2-TZVPD

Last column: Mulliken charge in e.
Positions of all 17 atoms, in Å:
C  -2.238  -1.084  -0.140  -1.04
C  -0.729  -1.221  -0.227  -0.18
C  -0.074  0.111  -0.448  0.45
O  -0.580  1.169  -0.134  -0.60
O  1.185  0.094  -0.902  -0.50
H  -2.673  -0.448  -0.913  0.30
H  -2.561  -0.692  0.816  0.28
H  -2.687  -2.059  -0.368  0.34
H  -0.342  -1.529  0.749  0.18
H  -0.331  -1.930  -0.950  0.34
H  1.410  1.019  -1.181  0.42
O  1.877  2.450  -2.071  -0.72
H  1.351  1.947  -2.709  0.36
H  1.225  3.038  -1.666  0.37
O  1.698  -0.443  3.714  -0.64
H  2.501  -0.387  3.191  0.32
H  0.967  -0.034  3.241  0.32

Its molar mass is 110.1 g/mol. As for the SMILES: CCC(=O)O.O.O. As for the LUMO energy: 0.016 hartree. For the highest occupied orbital energy, the calculation gives -10.47 eV.

Which structure loses on stability? <i> does.

<i>
C2H9NO2 | ωB97M-V/def2-TZVPD

Last column: Mulliken charge in e.
Positions of all 14 atoms, in Å:
C  -0.892  1.766  -1.470  -0.76
C  -0.259  1.111  -0.505  0.12
N  0.926  0.368  -0.566  -0.59
H  -0.501  1.850  -2.477  0.26
H  -1.898  2.100  -1.288  0.24
H  -0.823  0.908  0.397  0.29
H  1.672  0.799  -1.102  0.21
H  1.234  0.120  0.368  0.23
O  0.656  -0.591  2.197  -0.65
H  0.225  -1.343  1.744  0.35
H  0.367  -0.710  3.109  0.31
O  0.041  -2.350  0.005  -0.74
H  0.135  -1.433  -0.319  0.40
H  -0.883  -2.594  -0.094  0.33

Its molar mass is 79.1 g/mol. As for the SMILES: C=CN.O.O. As for the LUMO energy: 0.028 hartree. For the highest occupied orbital energy, the calculation gives -8.63 eV.

<ii>
C2H9NO2 | ωB97M-V/def2-TZVPD

Last column: Mulliken charge in e.
Positions of all 14 atoms, in Å:
C  1.793  0.650  -0.458  -0.83
N  0.761  -0.278  -0.030  -0.26
C  -0.153  -0.815  -0.959  -0.31
O  0.048  -2.239  -1.180  -0.55
H  1.374  1.596  -0.835  0.29
H  2.418  0.890  0.377  0.34
H  2.360  0.204  -1.260  0.28
H  0.425  -0.101  0.904  0.23
H  0.018  -0.341  -1.925  0.32
H  -1.163  -0.800  -0.579  0.20
H  1.003  -2.361  -1.148  0.29
O  -2.840  1.574  2.296  -0.65
H  -3.121  0.901  1.655  0.32
H  -2.921  1.120  3.144  0.32

Its molar mass is 79.1 g/mol. As for the SMILES: CNCO.O. As for the LUMO energy: 0.025 hartree. For the highest occupied orbital energy, the calculation gives -8.99 eV.

<iii>
C2H9NO2 | ωB97M-V/def2-TZVPD

Last column: Mulliken charge in e.
Positions of all 14 atoms, in Å:
N  0.283  1.094  -1.339  -0.56
C  -0.098  -0.265  -0.687  -0.18
C  1.172  -1.034  -0.486  -0.44
O  0.925  -2.240  0.303  -0.53
H  0.782  1.646  -0.735  0.19
H  -0.439  1.578  -1.709  0.21
H  -0.867  -0.803  -1.356  0.25
H  -0.656  -0.190  0.316  0.19
H  1.915  -0.604  0.237  0.21
H  1.728  -1.219  -1.411  0.37
H  1.258  -2.994  -0.274  0.32
O  -2.055  2.012  1.890  -0.62
H  -1.310  1.984  2.547  0.32
H  -1.796  2.560  1.243  0.28

Its molar mass is 79.1 g/mol. As for the SMILES: NCCO.O. As for the LUMO energy: 0.028 hartree. For the highest occupied orbital energy, the calculation gives -9.49 eV.

Which structure loses on stability? <iii> does.

<i>
CH6N2O | ωB97M-V/def2-TZVPD

Last column: Mulliken charge in e.
Positions of all 10 atoms, in Å:
C  0.132  0.253  1.608  -0.72
N  0.015  0.176  0.175  -0.40
N  -0.507  -0.372  -2.046  -0.12
O  0.028  -1.406  -1.603  -0.38
H  0.962  0.072  -0.192  0.25
H  0.072  0.327  -2.526  0.24
H  -1.232  0.130  -1.397  0.35
H  0.552  -0.697  1.995  0.27
H  -0.838  0.458  2.064  0.25
H  0.817  1.059  1.921  0.26

Its molar mass is 62.1 g/mol. As for the LUMO energy (alpha / beta): -0.006 / 0.028 hartree. For the highest occupied orbital energy (alpha / beta), the calculation gives -8.43 / -9.55 eV.

<ii>
CH6N2O | ωB97M-V/def2-TZVPD

Last column: Mulliken charge in e.
Positions of all 10 atoms, in Å:
C  -0.108  0.734  -0.765  -0.41
N  -1.761  -0.118  0.734  -0.77
N  -1.020  -0.171  -0.365  0.21
O  2.259  0.105  0.162  -0.50
H  -0.159  1.729  -0.314  0.25
H  0.442  0.372  -1.677  0.26
H  2.259  0.585  0.828  0.22
H  -1.740  0.947  0.964  0.18
H  -1.207  -1.105  -0.736  0.26
H  3.135  -0.351  0.126  0.29

Its molar mass is 62.1 g/mol. As for the LUMO energy (alpha / beta): 0.027 / 0.027 hartree. For the highest occupied orbital energy (alpha / beta), the calculation gives -7.32 / -7.32 eV.

Which structure loses on stability? <i> does.

<i>
C5H12Si | ωB97M-V/def2-TZVPD

Last column: Mulliken charge in e.
Positions of all 18 atoms, in Å:
C  2.918  0.051  -0.892  -0.84
Si  3.404  0.058  0.806  0.42
H  1.943  -0.417  -1.194  0.29
H  2.864  0.948  -1.569  0.34
H  2.840  -0.673  2.083  -0.04
H  4.629  0.658  1.129  -0.10
C  0.146  0.840  0.549  -1.30
C  -1.256  0.450  -0.008  -0.04
C  -1.833  -0.693  -0.018  0.11
C  -3.226  -0.921  -0.567  -1.14
H  0.578  0.017  0.997  0.36
H  0.893  1.101  -0.204  0.25
H  0.134  1.568  1.342  0.42
H  -1.805  1.430  -0.369  0.12
H  -1.386  -1.672  0.220  0.28
H  -3.279  -1.683  -1.351  0.30
H  -3.969  -1.089  0.143  0.32
H  -3.593  0.030  -1.097  0.27

Its molar mass is 100.2 g/mol. As for the SMILES: C=[SiH2].C/C=C/C. As for the LUMO energy: -0.002 hartree. For the highest occupied orbital energy, the calculation gives -8.43 eV.

<ii>
C5H12Si | ωB97M-V/def2-TZVPD

Last column: Mulliken charge in e.
Positions of all 18 atoms, in Å:
C  1.146  -0.384  -1.444  -1.26
C  0.645  0.167  -0.250  0.50
C  1.617  1.074  0.413  -1.46
C  -0.511  -0.305  0.455  0.49
C  -0.738  0.210  1.841  -1.25
Si  -1.882  -1.065  -0.658  0.38
H  0.554  -1.170  -2.014  0.33
H  2.128  -0.807  -1.075  0.29
H  1.453  0.523  -2.036  0.28
H  1.032  1.801  1.015  0.42
H  2.124  1.591  -0.520  0.31
H  2.363  0.663  1.145  0.29
H  0.229  0.444  2.338  0.39
H  -1.597  0.918  1.876  0.27
H  -1.177  -0.593  2.452  0.38
H  -1.960  -2.461  -0.146  -0.11
H  -1.551  -1.087  -2.214  -0.12
H  -3.098  -0.284  -0.444  -0.13

Its molar mass is 100.2 g/mol. As for the SMILES: CC(C)=C(C)[SiH3]. As for the LUMO energy: 0.034 hartree. For the highest occupied orbital energy, the calculation gives -8.34 eV.

Which structure loses on stability? <i> does.